The following is a quantum chemistry calculation of a cluster of 2 separate species, C10H16O in total, from OMol25.

Structure (ORCA input):
```
! wB97M-V def2-TZVPD RIJCOSX def2/J DEFGRID3
* xyz 0 1
C 1.33919 -1.70958 -1.02617
C 1.12002 -1.24076 0.45959
C -0.22863 -0.62675 0.59917
C -0.68090 0.33562 -0.31401
C -1.76794 1.06510 0.07138
C -2.64680 0.69209 1.09683
O -3.82296 1.36998 1.33305
C -2.22998 -0.35480 1.93690
C -1.06406 -0.92256 1.69572
H 1.74187 -2.78858 -0.95715
H 2.02802 -1.10818 -1.61634
H 0.45360 -1.72669 -1.59588
H 1.30433 -2.14286 1.09546
H 1.83108 -0.46328 0.66085
H -0.08875 0.64936 -1.23165
H -2.23020 1.89009 -0.49460
H -4.09920 1.96508 0.53593
H -2.95803 -0.48897 2.71633
H -0.61451 -1.78680 2.30200
C 4.38529 0.06638 -2.16637
C 3.40974 1.22182 -2.20231
H 3.80537 -0.81986 -1.61499
H 4.62404 -0.29564 -3.16955
H 5.34296 0.26306 -1.57017
H 2.46763 1.18380 -2.76855
H 3.13267 1.43406 -1.23155
H 4.02719 2.11617 -2.62892
*
```

SMILES ... CCc1ccc(O)cc1.CC
Kohn-Sham gap ... 8.98 eV
HOMO level ... -0.3013 Eh
Energy relative to the best compared isomer or geometry (same formula, charge and spin) ... 2.357 eV


The following is a quantum chemistry calculation of a cluster of 4 separate species, C3H15NO3 in total, from OMol25.

Structure (ORCA input):
```
! wB97M-V def2-TZVPD RIJCOSX def2/J DEFGRID3
* xyz 0 1
C -1.87825 -0.56311 -0.08401
C -1.46618 -0.05562 -1.46732
N -0.03777 -0.16047 -1.86418
C 0.26399 0.26871 -3.34005
H -2.78558 -0.05251 0.29742
H -2.14668 -1.53285 0.02420
H -0.96557 -0.64004 0.46230
H -1.93892 -0.65735 -2.20029
H -1.98879 0.85695 -1.55125
H 0.35719 0.38721 -1.09782
H -0.10684 1.22954 -3.77906
H 0.09780 -0.50153 -4.17689
H 1.39594 0.25716 -3.22347
O 1.68013 1.40004 0.97008
H 1.12106 0.95945 1.62898
H 2.57083 1.10238 1.22201
O 0.74540 1.67097 6.67608
H 0.27512 2.52274 6.42793
H 0.08618 1.06714 7.00790
O 1.82147 -2.21906 -0.47377
H 1.24349 -2.81984 -0.05911
H 1.65598 -2.51992 -1.39969
*
```

SMILES ... CCNC.O.O.O
Kohn-Sham gap ... 9.39 eV
HOMO level ... -0.3196 Eh
Energy relative to the best compared isomer or geometry (same formula, charge and spin) ... 2.901 eV


The following is a quantum chemistry calculation of a cluster of 2 separate species, C4H8N2 in total, from OMol25.

Structure (ORCA input):
```
! wB97M-V def2-TZVPD RIJCOSX def2/J DEFGRID3
* xyz 0 1
C 3.22558 0.55184 0.52291
N 4.39807 0.53182 0.50393
C -0.94793 -1.30249 0.49089
N -0.55834 0.03203 0.03050
C -0.94785 0.42024 -1.32680
C 0.16429 0.82195 0.77860
H -1.49045 -1.75496 -0.35751
H -0.05091 -1.89111 0.74888
H -1.60320 -1.21958 1.37307
H -1.49055 -0.45137 -1.73324
H -1.60329 1.30554 -1.29171
H -0.05097 0.64614 -1.92876
H 0.47777 1.80280 0.41101
H 0.47777 0.50716 1.77821
*
```

Kohn-Sham gap ... 7.00 eV
HOMO level ... -0.3008 Eh
Energy relative to the best compared isomer or geometry (same formula, charge and spin) ... 3.700 eV


The following is a quantum chemistry calculation of a cluster of 2 separate species, C7H16IP in total, from OMol25.

Structure (ORCA input):
```
! wB97M-V def2-TZVPD RIJCOSX def2/J DEFGRID3
* xyz 0 1
C -0.70485 3.40716 0.97700
C 1.67638 -1.82368 0.59269
C -0.62131 -3.00360 0.40776
C 0.15811 -1.48304 -1.45562
C -0.33886 2.96202 -0.43306
C 0.80418 2.02457 -0.50352
C 0.23849 -1.79584 0.01293
P -0.71222 -0.41391 0.99008
I -2.79904 0.04095 -0.12998
H -1.48086 4.08279 0.96628
H -1.15282 2.73805 1.66972
H -0.04316 3.95328 1.62054
H 2.03980 -2.85105 0.75486
H 2.31360 -1.48995 -0.10082
H 1.89506 -1.32278 1.46285
H -1.42328 -3.30306 -0.32620
H -1.02495 -2.97980 1.35786
H 0.14114 -3.82317 0.40300
H -0.77134 -1.24368 -1.84818
H 0.81335 -0.73662 -1.63530
H 0.40406 -2.31312 -1.93860
H -1.22015 2.49132 -0.80916
H -0.29272 3.91878 -0.94440
H 0.91491 1.50707 -1.39651
H 1.18647 1.45730 0.30578
*
```

Kohn-Sham gap (alpha / beta) ... 7.98 / 7.46 eV
HOMO level (alpha / beta) ... -0.2832 / -0.2997 Eh
Energy relative to the best compared isomer or geometry (same formula, charge and spin) ... 3.027 eV


The following is a quantum chemistry calculation of an isolated molecule of C5H13NOSi, from OMol25.

Structure (ORCA input):
```
! wB97M-V def2-TZVPD RIJCOSX def2/J DEFGRID3
* xyz 0 1
C -0.59691 0.71900 2.16567
C 0.59427 0.71654 1.24960
N 0.71152 2.12324 0.81139
O 1.81089 2.59139 0.92760
C 0.23521 0.03624 -0.18511
C -1.12124 0.61236 -0.78457
C 1.32748 0.53413 -1.24043
Si 0.27108 -1.93358 -0.46219
H -1.07816 1.71423 2.17596
H -1.26367 0.03252 1.78167
H -0.37432 0.49918 3.21459
H 1.60676 0.26257 1.55501
H -0.98757 1.73060 -0.98694
H -2.07429 0.24252 -0.32798
H -1.15852 0.10939 -1.76037
H 2.34497 0.30413 -0.90607
H 1.07693 0.23697 -2.24400
H 1.28146 1.69271 -1.36721
H 0.08273 -1.85295 -1.88318
H -0.74765 -2.33817 0.63199
H 1.58435 -2.55238 0.03198
*
```

SMILES ... C[C@H](N=O)C(C)(C)[SiH3]
Kohn-Sham gap ... 9.13 eV
HOMO level ... -0.3212 Eh
Energy relative to the best compared isomer or geometry (same formula, charge and spin) ... 5.728 eV


The following is a quantum chemistry calculation of an isolated molecule of C4H4O, from OMol25.

Structure (ORCA input):
```
! wB97M-V def2-TZVPD RIJCOSX def2/J DEFGRID3
* xyz 0 1
C -1.38290 0.11856 -0.13773
C -2.50172 1.09844 -0.08254
C -0.04202 -0.44817 -0.42353
C 1.00234 0.22940 0.33122
O -1.06797 -1.09777 0.37002
H 0.21023 -0.91158 -1.36873
H 0.61634 0.88425 1.02699
H 1.63346 0.78372 -0.47319
H 1.53225 -0.65685 0.75749
*
```

Kohn-Sham gap ... 7.98 eV
HOMO level ... -0.3325 Eh
Energy relative to the best compared isomer or geometry (same formula, charge and spin) ... 6.117 eV